1.
A cluster of 5 separate species, C10H30O10 in total. Source: OMol25; level of theory: ωB97M-V with the def2-TZVPD basis set.

Values from the calculation:
- structure (SMILES) = OCCO.OCCO.OCCO.OCCO.OCCO
- orbital gap (eV) = 10.2
- HOMO (hartree) = -0.36261
- M (u) = 310.3
- max |F| (eV Å⁻¹) = 3.05

Positions of all 50 atoms, in Å:
C  4.24445  -1.24353  6.34558
C  5.71276  -1.84607  6.35682
O  6.77091  -0.95188  6.02704
O  3.97445  -0.09958  7.13608
H  3.47241  -1.97925  6.57095
H  3.97995  -0.81493  5.37891
H  5.77305  -2.76378  5.77179
H  5.83891  -2.16600  7.39115
H  7.48948  -1.49661  5.69761
H  4.54743  0.65796  6.99665
C  -6.67214  1.25582  -3.66395
C  -6.82934  0.21283  -4.80366
O  -7.49536  0.74653  -5.86611
O  -6.28494  2.53900  -4.24213
H  -5.96951  0.99349  -2.87301
H  -7.67497  1.35178  -3.24775
H  -7.58274  -0.50777  -4.48549
H  -5.84152  -0.16365  -5.06932
H  -6.94358  1.43636  -6.24197
H  -5.68241  2.92803  -3.60400
C  -0.84972  -4.77408  -5.68484
C  -1.56705  -5.36996  -6.93694
O  -1.95396  -6.67833  -6.72818
O  -1.70876  -4.59449  -4.57599
H  -0.26632  -3.91994  -6.02861
H  -0.06053  -5.49381  -5.46739
H  -0.88332  -5.38570  -7.78568
H  -2.40558  -4.76009  -7.27311
H  -1.26670  -7.32092  -6.53752
H  -2.23040  -5.39855  -4.52145
C  3.51968  6.23183  2.30693
C  3.01606  5.59222  3.65355
O  3.73355  5.94204  4.80748
O  3.31552  7.68118  2.23921
H  3.12779  5.78919  1.39118
H  4.58202  6.02402  2.17905
H  3.23553  4.54705  3.43550
H  1.93198  5.67176  3.57272
H  3.62936  6.84734  5.10943
H  2.48853  7.94861  2.64683
C  -1.17113  -0.22318  1.22484
C  0.26766  -0.44966  0.74977
O  0.36820  -1.83965  0.64107
O  -1.15119  -0.65253  2.58177
H  -1.81419  -0.89514  0.65647
H  -1.57575  0.78749  1.17074
H  1.00981  0.12411  1.30483
H  0.49791  -0.05747  -0.24082
H  -0.15066  -2.11220  -0.11926
H  -0.49546  -1.35004  2.65311

Forces on the atoms, in the same order (eV/Å):
1.1 1.4 -1.8
-1.3 0.1 1.3
-0.7 0.1 -0.3
-0.1 -0.3 1.9
0.4 -0.2 0.3
0.4 -1.0 -0.9
-0.3 0.1 -0.4
0.2 -0.1 0.3
0.1 0.2 0.0
0.3 -0.4 -0.4
-0.6 0.5 -0.8
0.2 0.2 1.9
-0.5 1.1 -1.8
0.0 -1.0 0.4
0.0 -0.4 -0.1
0.0 0.3 0.3
0.9 -0.8 0.6
0.0 -0.5 -0.1
-0.1 0.3 -0.1
0.0 0.2 -0.2
-0.1 -1.1 -1.6
1.7 0.8 0.2
-2.0 -1.3 0.5
0.5 0.6 -0.4
-0.7 0.7 0.6
0.1 -0.4 0.4
0.5 0.5 -0.1
-0.3 -0.3 0.4
0.4 0.5 -0.1
-0.1 -0.2 0.0
0.1 1.2 0.9
0.9 -0.1 -2.9
-0.3 -0.3 0.0
0.8 -0.9 0.0
-0.9 -0.3 0.3
0.3 0.6 0.4
-0.1 -0.3 0.6
-0.3 0.4 1.1
-0.3 0.2 -0.4
-0.2 -0.4 0.0
1.0 -0.2 0.7
-1.3 1.5 -2.3
1.5 -1.1 0.9
-0.7 0.5 0.3
-0.2 0.1 -0.3
0.2 0.1 0.1
0.1 -1.1 1.0
-0.6 0.4 -0.5
0.0 0.0 0.0
0.0 -0.3 -0.1



2.
A structure of composition C4H4DyO5. Source: OMol25; level of theory: ωB97M-V with the def2-TZVPD basis set.

Values from the calculation:
- orbital gap (spin up / spin down) (eV) = 6.0 / 4.7
- HOMO (spin up / spin down) (hartree) = -0.23413 / -0.22155
- M (u) = 294.6
- multiplicity = 7
- max |F| (eV Å⁻¹) = 3.83

Positions of all 14 atoms, in Å:
O  1.32123  -0.30214  -1.38025
C  0.61100  -1.05159  -0.50898
C  2.68466  -0.72163  -1.39405
O  -0.48258  0.27484  1.10305
O  1.43990  -1.77131  0.27593
C  2.76183  -1.75628  -0.25816
H  3.30554  0.16317  -1.21003
H  2.91347  -1.15371  -2.37662
H  3.44014  -1.45412  0.54835
H  3.01270  -2.76353  -0.61520
O  -0.45177  -1.59085  -0.91284
O  -0.83706  1.57342  3.20207
C  -1.31554  0.94905  2.27894
Dy  -2.54935  -0.63331  0.33728

Forces on the atoms, in the same order (eV/Å):
-0.6 0.5 0.4
0.3 -3.0 -2.3
0.3 0.3 0.3
-2.2 0.2 0.7
-0.5 0.3 0.4
0.2 0.4 0.3
-0.1 -0.3 -0.1
-0.1 0.2 0.2
-0.1 -0.1 -0.3
-0.1 0.3 0.1
-0.5 2.0 1.7
-0.7 -1.6 -2.6
0.7 -0.3 -0.2
3.3 1.3 1.3



3.
An isolated molecule of C4H9NO2. Source: OMol25; level of theory: ωB97M-V with the def2-TZVPD basis set.

Values from the calculation:
- structure (SMILES) = N[C@@H](C=O)CCO
- orbital gap (eV) = 10.4
- HOMO (hartree) = -0.35855
- M (u) = 103.1
- max |F| (eV Å⁻¹) = 1.62

Positions of all 16 atoms, in Å:
O  2.81748  -1.12406  -0.42581
C  1.66698  -1.20038  -0.11001
C  0.70330  -0.02781  -0.02001
C  -0.63700  -0.43368  0.61578
C  -1.74476  0.38734  -0.02473
O  -2.04277  -0.14783  -1.33707
N  1.36061  1.09714  0.72060
H  1.22137  -2.19836  0.12401
H  0.52562  0.25699  -1.06217
H  -0.76602  -1.48246  0.35793
H  -0.62401  -0.15206  1.65740
H  -2.68379  0.37898  0.53056
H  -1.41201  1.42207  -0.10741
H  -2.17942  0.60456  -1.92418
H  1.50082  1.82727  0.03273
H  2.29360  0.79227  0.97240

Forces on the atoms, in the same order (eV/Å):
0.5 0.3 0.0
-0.7 -0.7 0.0
0.5 0.2 0.9
0.3 0.9 -1.3
-0.5 -0.4 -0.6
0.4 0.5 0.2
-0.5 -0.4 -1.0
0.1 0.2 -0.1
0.0 0.0 0.0
-0.5 -0.2 0.6
0.2 -0.6 0.5
0.1 -0.1 0.3
0.0 0.2 0.0
-0.1 -0.3 0.0
0.2 0.2 0.3
0.1 0.1 0.1



4.
A cluster of 2 separate species, C14H30ClN2O5 in total. Source: OMol25; level of theory: ωB97M-V with the def2-TZVPD basis set.

Values from the calculation:
- orbital gap (eV) = 6.8
- HOMO (hartree) = -0.16328
- total charge = -1
- M (u) = 341.9
- max |F| (eV Å⁻¹) = 7.56

Positions of all 52 atoms, in Å:
C  -0.13527  1.00130  2.83723
C  1.17783  1.68307  2.05554
C  0.69424  2.60655  0.80568
N  1.01147  2.12643  -0.57442
N  1.27585  0.77911  -0.68074
C  2.70343  0.67656  -1.15808
O  3.64167  1.30848  -0.16928
C  4.86400  0.48142  -0.14897
C  0.28801  0.02994  -1.53981
C  -1.00926  0.97465  -2.01708
C  -2.10120  1.24922  -0.83316
C  -3.42498  0.23211  -0.90463
C  -3.64521  -0.64139  0.47239
O  -5.08315  -0.79761  0.82400
C  -0.28341  -1.22391  -0.61569
C  0.84922  -2.32614  -0.18880
C  0.63841  -3.81862  -0.89775
Cl  0.67462  -2.65477  1.66527
C  0.91986  -0.49367  -2.99624
O  1.08506  -1.77161  -3.33790
O  1.27982  0.50988  -4.05277
H  -1.16280  1.32171  2.35159
H  -0.02849  -0.16475  2.95821
H  -0.17516  1.43012  3.95088
H  1.63572  2.42844  2.86969
H  2.02396  0.90775  1.83536
H  1.22881  3.66622  0.93464
H  -0.46747  2.84803  0.93906
H  1.67077  2.73218  -1.10625
H  2.91113  1.27546  -2.17001
H  3.11234  -0.41598  -1.29340
H  5.27045  0.45006  -1.26645
H  4.67092  -0.59197  0.27984
H  5.66375  1.01715  0.53057
H  -0.66112  1.94437  -2.60529
H  -1.56466  0.30740  -2.83655
H  -1.62724  1.14420  0.23104
H  -2.55217  2.34413  -0.88914
H  -4.40343  0.86637  -1.08339
H  -3.31884  -0.54482  -1.78790
H  -3.16556  -1.70569  0.27424
H  -3.04360  -0.18445  1.38627
H  -5.15971  -1.61416  1.43259
H  -0.77096  -0.85136  0.40830
H  -1.07739  -1.77926  -1.30696
H  1.95977  -1.99189  -0.33276
H  0.91148  -4.69354  -0.15342
H  -0.41422  -3.94925  -1.39974
H  1.42856  -3.86074  -1.78965
O  -2.58311  -0.55966  3.98815
H  -2.25238  -1.29600  3.45202
H  -3.48037  -0.41109  3.65371

Forces on the atoms, in the same order (eV/Å):
0.5 0.3 0.9
-0.5 0.5 1.5
0.6 1.5 0.8
-0.6 1.9 1.1
2.0 -0.8 -1.5
1.5 -0.1 -0.7
0.2 -2.2 -0.5
0.5 0.7 -0.3
-1.2 -0.6 -0.9
-0.3 -0.8 -0.7
-0.8 0.2 0.2
-0.3 -0.2 0.4
1.3 -0.6 -0.2
1.4 -1.5 0.9
0.0 -0.3 -0.6
-0.3 -1.0 -1.0
1.3 0.3 -0.8
0.2 0.3 -0.9
2.2 -0.4 -6.3
-1.1 5.1 2.9
-2.0 -3.9 6.2
2.2 -0.9 0.8
-0.4 2.4 -0.5
0.0 -0.9 -2.4
-0.9 -1.5 -1.9
-1.9 1.5 0.0
-1.1 -2.2 -0.4
2.4 -0.7 -0.3
-0.7 -0.8 0.8
-0.9 -1.4 1.9
-1.5 1.9 0.1
-0.6 -0.3 2.4
0.3 1.9 -0.9
-1.7 -1.0 -1.4
-0.5 -2.2 1.6
1.3 1.4 1.7
-0.8 0.2 -2.1
1.2 -2.2 0.0
1.9 -1.3 0.4
-0.2 1.7 1.7
-1.0 2.0 0.5
-1.3 -0.6 -1.9
0.3 2.0 -1.6
1.0 -0.6 -2.5
1.6 1.1 1.7
-2.4 -0.5 0.3
-0.8 1.9 -1.4
2.0 0.3 1.3
-1.9 0.1 1.9
-0.4 -0.3 -0.2
0.0 0.3 0.1
0.3 0.0 0.1



5.
A structure of composition C15H43O7S6. Source: OMol25; level of theory: ωB97M-V with the def2-TZVPD basis set.

Values from the calculation:
- orbital gap (eV) = 5.3
- HOMO (hartree) = -0.11177
- total charge = -1
- M (u) = 527.9
- max |F| (eV Å⁻¹) = 9.58

Positions of all 71 atoms, in Å:
C  -1.45040  0.79678  -0.08392
C  -0.61267  -0.45850  -0.02176
C  0.73317  -0.31150  -0.78288
O  -0.42448  -0.89896  1.34634
H  -2.26257  0.62529  0.62253
H  -1.86753  1.00073  -1.07008
H  -0.92520  1.64450  0.35608
H  -1.18850  -1.15243  -0.63414
H  1.46165  0.30825  -0.26009
H  0.66058  0.03906  -1.81241
H  1.19088  -1.28809  -0.62517
C  1.39846  0.04329  -2.96652
S  2.67804  0.41050  -4.29222
O  3.15581  -0.96716  -4.58977
C  1.57059  0.77324  -5.71413
H  0.70271  -0.76934  -3.17555
H  0.93972  0.99462  -2.69705
H  2.01092  -0.25825  -2.11677
H  0.77953  0.04556  -5.89525
H  2.11813  1.01987  -6.62379
H  1.01642  1.62920  -5.32900
C  -0.96480  0.99871  2.80559
S  -0.27247  -0.41829  3.89988
O  0.95369  -0.91773  3.16412
C  0.52050  0.74053  5.10287
H  -0.08796  1.62898  2.65723
H  -1.68435  1.68317  3.25488
H  -1.16772  0.57404  1.82245
H  1.30679  0.33148  5.73732
H  -0.23853  1.19426  5.74011
H  1.26187  1.39876  4.64986
C  4.07028  -0.85129  1.60887
S  2.47246  -0.73420  0.78315
O  1.63696  -1.91810  1.21617
C  1.83851  0.71841  1.70817
H  4.70166  -1.73193  1.49083
H  3.79272  -1.04457  2.64507
H  4.52431  0.11975  1.41126
H  2.70118  1.38171  1.64536
H  1.54533  0.59726  2.75098
H  0.92082  0.97602  1.17942
C  -1.55224  -1.90645  -3.95592
S  -3.06360  -0.97003  -3.59761
O  -2.58860  0.49966  -3.65893
C  -3.13353  -1.44634  -1.80579
H  -0.86591  -1.50993  -3.20772
H  -1.21572  -1.57728  -4.93904
H  -1.70122  -2.98097  -3.84954
H  -3.68148  -0.58743  -1.41832
H  -2.27148  -1.53274  -1.14433
H  -3.74118  -2.33160  -1.61825
C  2.26870  4.07752  -0.96220
S  1.93293  2.24004  -0.74148
O  3.18891  1.68520  -0.10410
C  0.79705  2.50587  0.70686
H  1.25484  4.45382  -0.82586
H  2.39543  4.31961  -2.01739
H  2.92813  4.55757  -0.23913
H  -0.22664  2.78510  0.45748
H  1.18637  3.24986  1.40184
H  0.64121  1.65383  1.36856
C  -4.09185  -3.31382  2.77412
S  -2.54504  -2.33148  2.97846
O  -1.46953  -3.36087  2.67491
C  -2.68037  -1.51383  1.37611
H  -4.37408  -3.49601  1.73718
H  -4.84012  -2.72607  3.30586
H  -4.09378  -4.25789  3.31893
H  -2.10220  -2.21293  0.77189
H  -2.18059  -0.54710  1.31491
H  -3.69093  -1.37897  0.99052

Forces on the atoms, in the same order (eV/Å):
-0.7 0.8 -0.1
1.7 -0.4 2.1
-4.0 -0.8 1.7
-0.2 1.4 -4.6
-0.6 0.8 -1.0
0.1 0.3 -0.2
-1.1 -1.0 -1.1
1.0 -0.4 0.4
-1.4 0.4 -1.3
-2.9 -0.8 4.2
-0.7 -0.4 -1.4
3.2 1.4 -3.7
-1.7 -1.5 -1.0
1.1 -0.4 -0.1
-0.5 0.9 1.0
0.6 0.3 -0.9
0.2 0.2 -1.1
1.3 0.1 -1.5
0.5 -0.5 0.1
0.1 -0.1 0.2
0.0 0.5 -0.4
0.8 0.8 1.3
2.4 0.9 -1.1
-2.2 -1.1 4.2
0.3 0.0 0.6
-0.5 0.0 0.7
-0.4 -0.4 0.5
0.0 0.0 1.7
-0.7 -1.5 0.4
0.2 0.5 -0.1
-1.0 0.8 -0.9
-0.3 -0.2 1.6
2.2 -3.6 4.0
3.0 0.0 -1.8
3.5 -3.3 2.2
-0.1 0.1 -1.3
0.0 0.8 0.5
0.5 -0.2 0.3
-1.0 0.5 -0.1
1.0 -0.3 -0.8
4.5 -8.4 -0.5
-0.2 0.7 0.2
1.4 1.3 1.0
-0.8 -2.1 0.1
-1.6 0.5 -0.4
-0.1 -0.4 -0.1
-0.1 -0.4 -0.1
0.0 0.1 -0.1
-0.2 0.0 0.1
0.0 -0.1 -1.3
-0.2 -0.1 -0.5
-1.8 -0.5 -0.4
1.3 2.5 1.7
-0.1 0.9 -2.4
-2.0 5.5 -1.2
-0.1 0.3 0.4
1.0 -0.3 0.1
0.2 -0.4 -0.2
0.9 1.5 -0.9
0.5 0.2 -0.3
-2.8 7.3 0.2
-0.5 0.5 0.8
0.6 -2.5 -1.8
-0.8 0.8 1.2
-1.6 0.2 -0.2
0.2 0.2 0.0
-0.5 0.2 -0.4
0.7 0.0 0.0
-0.2 0.0 0.1
-0.8 -1.8 1.0
-0.7 -0.5 0.3



6.
A cluster of 2 separate species, C8H12O2 in total. Source: OMol25; level of theory: ωB97M-V with the def2-TZVPD basis set.

Values from the calculation:
- structure (SMILES) = C=CC(O)=C(C)C.C=C=O
- orbital gap (eV) = 8.7
- HOMO (hartree) = -0.29419
- M (u) = 140.2
- max |F| (eV Å⁻¹) = 3.73

Positions of all 22 atoms, in Å:
C  0.55736  1.55867  -0.47185
C  0.15989  0.70124  0.61698
C  1.54897  2.45077  -0.61604
C  -0.99394  -0.01677  0.52114
C  0.58927  -1.75767  -1.17396
C  -2.12737  0.29188  -0.40143
C  -1.25030  -1.28944  1.29271
C  1.66177  -1.45275  -0.51130
O  1.04607  0.42514  1.63496
O  -0.42001  -1.66621  -1.74414
H  0.02793  1.43865  -1.38518
H  2.17506  2.85235  0.22157
H  1.90186  2.71766  -1.57880
H  -2.26242  -0.73811  -0.98249
H  -2.07337  1.20196  -0.90600
H  -3.04143  0.33106  0.12130
H  -1.73387  -1.94279  0.62589
H  -1.78340  -1.26365  2.23213
H  -0.31379  -1.66868  1.53713
H  2.58992  -1.75830  -0.95834
H  1.80999  -1.32224  0.61449
H  1.93183  0.90721  1.31123

Forces on the atoms, in the same order (eV/Å):
0.8 1.4 -0.5
-1.7 -0.9 0.2
0.7 -0.4 2.3
0.0 0.7 1.0
-1.2 1.7 0.3
0.6 -3.7 -0.3
0.3 1.6 0.3
2.3 -1.0 1.9
2.8 2.1 -1.3
0.3 -1.2 -0.6
-0.6 -0.7 -0.6
-0.5 -0.6 -0.6
-0.2 0.6 -0.8
0.2 2.7 0.3
0.3 1.1 -1.5
-1.1 0.1 1.2
-0.8 -1.1 -0.7
-0.5 0.5 0.1
1.7 -1.1 0.5
0.3 0.0 -0.5
-1.0 -0.2 -1.9
-2.6 -1.6 1.2



no.,E (eV)
1,-31326.42008
2,-38529.94842
3,-9878.06674
4,-40737.12002
5,-95572.04641
6,-12581.85190